1.
Molecular formula: C3H2NO2S
Method: DFT, the ωB97M-V functional and the def2-TZVPD basis

## Properties
ΔE to the lowest compared entry with this formula, charge and spin in eV: 0.254
2S+1: 3
Charge: -1
HOMO-LUMO gap (spin up / spin down) in eV: 5.44 / 5.76
Highest occupied orbital energy (spin up / spin down) in eV: -1.7 / -4.4
⟨S²⟩: 2.02
DFT total energy in Eh: -718.837564
LUMO energy (spin up / spin down) in eV: 3.74 / 1.40

Last column: Mulliken charge in e.
Cartesian coordinates (Å):
1 S 0.661 1.302 -0.867  0.5580
2 O 1.419 1.926 0.287  -0.5872
3 O -0.767 1.755 -0.908  -0.4419
4 N 0.102 -2.145 -1.914  -0.5992
5 C 0.095 -1.425 -0.992  0.2854
6 C 0.155 -0.390 -0.064  0.3161
7 C -0.424 -0.403 1.215  -1.2140
8 H -0.286 0.589 1.686  0.2625
9 H -0.954 -1.208 1.558  0.4200

2.
Molecular formula: C21H23N3O2PtS
Method: DFT, the ωB97M-V functional and the def2-TZVPD basis

## Properties
ΔE to the lowest compared entry with this formula, charge and spin in eV: 1.136
2S+1: 5
Charge: +2
HOMO-LUMO gap (spin up / spin down) in eV: 5.74 / 4.68
Highest occupied orbital energy (spin up / spin down) in eV: -13.1 / -15.1
⟨S²⟩: 6.04
DFT total energy in Eh: -1645.435231
LUMO energy (spin up / spin down) in eV: -7.37 / -10.38

Last column: Mulliken charge in e.
Cartesian coordinates (Å):
1 Pt 13.245 8.866 6.467  0.5357
2 S 13.445 12.403 3.646  -0.0781
3 O 15.261 7.245 8.058  -0.4649
4 O 10.398 8.048 6.801  -0.4444
5 N 12.793 10.384 5.165  -0.3267
6 N 13.949 7.555 7.861  -0.1191
7 N 11.635 7.691 6.914  -0.2005
8 C 11.776 6.682 7.823  0.5485
9 C 15.069 9.304 5.696  -0.1360
10 C 9.411 11.839 5.666  0.1116
11 C 13.156 6.610 8.336  0.4881
12 C 15.139 10.570 5.041  0.4985
13 C 7.362 12.810 6.694  -1.9289
14 C 13.877 11.059 4.676  0.5128
15 C 10.396 10.885 5.605  0.3402
16 C 13.534 5.612 9.402  -1.1832
17 C 8.875 11.233 7.991  -1.3477
18 C 17.490 10.746 5.256  -0.7227
19 C 16.296 11.332 4.960  -0.4582
20 C 8.277 11.570 6.612  1.9535
21 C 11.794 12.276 4.215  0.7000
22 C 10.731 13.180 4.144  -0.7799
23 C 16.281 8.654 5.657  -0.4595
24 C 10.541 6.013 8.497  -1.1108
25 C 9.525 12.936 4.796  -0.4448
26 C 11.601 11.082 4.945  -0.6215
27 C 17.486 9.374 5.518  -0.2084
28 C 7.453 10.307 6.156  -1.2809
29 H 10.612 6.143 9.575  0.3689
30 H 6.794 13.005 5.780  0.4128
31 H 16.348 7.578 5.867  0.5221
32 H 10.268 9.901 6.095  0.0115
33 H 16.240 12.356 4.670  0.4631
34 H 8.702 13.625 4.609  0.5087
35 H 9.643 11.946 8.360  0.3594
36 H 9.718 6.509 8.015  0.3367
37 H 18.474 11.259 5.243  0.4196
38 H 8.116 9.410 6.203  0.2052
39 H 12.795 5.702 10.251  0.3416
40 H 10.887 14.078 3.549  0.4305
41 H 8.093 11.257 8.747  0.4405
42 H 6.568 10.108 6.779  0.4071
43 H 10.552 4.942 8.266  0.3562
44 H 15.743 8.082 8.157  0.4413
45 H 7.231 10.454 5.093  0.4053
46 H 14.536 5.913 9.766  0.3597
47 H 6.633 12.649 7.521  0.4064
48 H 7.895 13.781 6.938  0.4247
49 H 18.405 8.832 5.591  0.4575
50 H 9.314 10.228 8.042  0.2434
51 H 13.536 4.552 9.007  0.3051

3.
Molecular formula: C8H7AgCl3GeN13
Method: DFT, the ωB97M-V functional and the def2-TZVPD basis

## Properties
ΔE to the lowest compared entry with this formula, charge and spin in eV: 7.314
2S+1: 2
Charge: -1
HOMO-LUMO gap (spin up / spin down) in eV: 7.51 / 7.52
Highest occupied orbital energy (spin up / spin down) in eV: -5.4 / -5.4
⟨S²⟩: 0.76
DFT total energy in Eh: -4625.282309
LUMO energy (spin up / spin down) in eV: 2.10 / 2.11

Last column: Mulliken charge in e.
Cartesian coordinates (Å):
1 Ag 0.036 0.843 1.290  0.5356
2 Ge -2.300 2.440 0.930  0.5831
3 Cl -2.329 5.268 -0.008  -0.4814
4 Cl -4.185 1.672 0.020  -0.3766
5 Cl -1.211 2.547 -1.350  0.0480
6 N 1.145 -3.313 0.839  0.0013
7 N -2.391 -3.288 -0.993  0.0258
8 N 0.524 2.951 0.993  0.1802
9 N 1.759 -0.223 -0.995  -0.5851
10 N -2.096 -2.676 -1.953  -0.3749
11 N 0.466 -1.846 -1.769  -0.0871
12 N -2.007 -1.588 0.426  0.8522
13 N 1.143 -1.308 1.732  -0.2973
14 N 1.415 3.406 1.919  -0.4244
15 N 1.985 4.456 1.460  -0.4318
16 N 1.539 4.740 0.223  -0.4085
17 N -2.376 -2.924 0.342  -0.7552
18 N -0.130 3.903 -1.185  -0.5240
19 C 1.194 -1.981 0.606  0.5495
20 C 1.069 -2.244 2.732  -0.5185
21 C 1.062 -3.496 2.198  -0.3669
22 C 1.181 -1.364 -0.715  0.0950
23 C 0.646 3.795 -0.038  0.4160
24 C 0.575 -0.917 -2.773  -0.3015
25 C -1.605 -0.520 0.621  -0.4923
26 C 1.389 0.063 -2.286  -0.6055
27 H 1.011 -1.958 3.768  0.4265
28 H -0.276 -2.529 -1.711  0.3568
29 H 1.719 0.965 -2.773  0.4546
30 H 1.142 -4.033 0.138  0.2110
31 H 0.062 -1.034 -3.710  0.4474
32 H 0.998 -4.472 2.645  0.3884
33 H -1.151 4.666 -0.622  0.4595

4.
Molecular formula: HO5S
Method: DFT, the ωB97M-V functional and the def2-TZVPD basis

## Properties
ΔE to the lowest compared entry with this formula, charge and spin in eV: 0.309
2S+1: 1
Charge: -1
HOMO-LUMO gap in eV: 9.65
Highest occupied orbital energy in eV: -5.4
DFT total energy in Eh: -774.971643
LUMO energy in eV: 4.30
Structure (SMILES): O=S(=O)([O-])OO

Last column: Mulliken charge in e.
Cartesian coordinates (Å):
1 S 1.153 -0.862 -0.781  1.1999
2 O 1.367 0.152 0.257  -0.7387
3 O 1.207 -0.271 -2.063  -0.5815
4 O -1.030 -0.087 -0.223  -0.3998
5 O -0.538 -1.363 -0.540  -0.2493
6 O 1.827 -2.113 -0.526  -0.6435
7 H -0.299 0.383 0.129  0.4129